C24H43BrF5IN4 | ωB97M-V/def2-TZVPD

The HOMO energy is -8.13 eV. As for the SMILES: N#C[C@@H](CCCI)[C@@](Br)(C#N)CCCC(F)(F)C(F)(F)F.CCN(CC)CC.CCN(CC)CC. For the orbital gap, the calculation gives 8.008 eV. The largest force on an atom comes out at 5.3 eV/A. The value obtained for the LUMO energy is -0.1 eV.

```
78
Properties=species:S:1:pos:R:3:lowdin_charge:R:1
N -2.41 5.40 -1.96 0.18
C -2.43 4.47 -1.33 -0.20
C -2.51 3.26 -0.44 -0.29
C -3.99 3.20 0.10 -0.15
C -4.15 2.37 1.41 -0.35
C -4.71 0.94 1.21 -0.63
I -4.41 -0.11 3.11 0.76
C -2.01 1.94 -1.11 -0.64
Br -1.37 0.71 0.33 0.88
C -3.10 1.18 -1.82 -0.28
N -3.89 0.60 -2.37 0.21
C -0.84 2.11 -2.14 -0.18
C 0.60 2.24 -1.55 -0.21
C 0.78 3.31 -0.44 -0.08
C 2.29 3.41 -0.07 -0.43
F 2.49 4.26 0.95 0.13
F 2.98 3.78 -1.18 0.11
C 2.91 2.02 0.36 -0.56
F 3.86 2.16 1.28 0.17
F 1.98 1.23 0.93 0.13
F 3.43 1.39 -0.68 0.17
H -1.90 3.47 0.45 0.12
H -4.72 2.93 -0.70 0.13
H -4.23 4.25 0.36 0.12
H -4.88 2.90 2.05 0.11
H -3.20 2.36 1.97 0.06
H -4.16 0.33 0.47 -0.01
H -5.79 0.92 0.97 0.06
H -0.83 1.19 -2.75 0.12
H -0.99 2.94 -2.86 0.13
H 1.25 2.56 -2.40 0.12
H 0.96 1.23 -1.28 0.08
H 0.53 4.30 -0.87 0.14
H 0.25 3.10 0.50 0.10
C 0.79 -1.28 3.94 -0.09
C 0.58 -1.95 5.29 -0.27
N -0.82 -2.00 5.71 -0.19
C -0.99 -2.40 7.10 -0.25
C -0.57 -3.83 7.48 -0.09
C -1.74 -2.60 4.76 -0.27
C -1.48 -4.05 4.34 -0.08
H 0.39 -0.26 3.94 0.08
H 1.86 -1.22 3.73 0.07
H 0.33 -1.84 3.13 0.06
H 1.14 -1.37 6.03 0.12
H 1.03 -2.95 5.27 0.10
H -2.03 -2.26 7.39 0.11
H -0.42 -1.71 7.72 0.11
H -1.29 -4.57 7.15 0.05
H -0.51 -3.91 8.57 0.07
H 0.42 -4.09 7.09 0.07
H -1.76 -1.98 3.86 0.06
H -2.76 -2.53 5.16 0.10
H -0.43 -4.25 4.14 0.07
H -2.04 -4.27 3.42 0.07
H -1.83 -4.76 5.09 0.05
C 3.34 1.32 -5.15 -0.09
C 3.15 0.01 -4.40 -0.27
N 1.86 -0.62 -4.66 -0.20
C 1.59 -1.73 -3.75 -0.25
C 2.49 -2.96 -3.83 -0.09
C 1.53 -0.86 -6.05 -0.25
C 2.48 -1.73 -6.88 -0.08
H 2.55 2.04 -4.91 0.07
H 4.30 1.77 -4.86 0.08
H 3.37 1.18 -6.23 0.07
H 3.22 0.24 -3.33 0.11
H 3.99 -0.66 -4.64 0.10
H 0.55 -2.05 -3.88 0.11
H 1.63 -1.34 -2.73 0.10
H 2.26 -3.58 -4.70 0.06
H 2.33 -3.59 -2.95 0.07
H 3.55 -2.71 -3.86 0.07
H 1.44 0.11 -6.55 0.10
H 0.52 -1.28 -6.11 0.12
H 3.53 -1.50 -6.69 0.07
H 2.30 -1.57 -7.94 0.07
H 2.32 -2.79 -6.69 0.05
```

---

C24H43BrP2V | ωB97M-V/def2-TZVPD

The HOMO energy (spin up / spin down) is -8.54 / -9.38 eV. The multiplicity is 3. The charge is +1. For the orbital gap (spin up / spin down), the calculation gives 5.966 / 6.834 eV. The largest force on an atom comes out at 4.4 eV/A. The value obtained for the LUMO energy (spin up / spin down) is -2.6 / -2.5 eV. As for the energy above the lowest of the compared OMol25 structures with the same formula, charge and spin: 5.902 eV.

```
71
Properties=species:S:1:pos:R:3:lowdin_spin:R:1
V 0.05 -0.32 -1.24 1.23
C -0.67 -2.12 -0.16 0.02
C 0.71 -2.28 -0.53 0.01
C 0.54 -0.44 0.89 -0.02
C -0.77 -1.00 0.72 0.02
C 1.47 -1.25 0.12 0.02
C -1.81 -2.99 -0.57 0.00
H -1.51 -3.68 -1.37 0.00
H -2.65 -2.37 -0.91 0.00
H -2.19 -3.61 0.27 0.00
C -1.96 -0.78 1.61 0.00
H -2.90 -0.86 1.05 0.00
H -1.92 0.17 2.14 0.00
H -1.99 -1.58 2.37 0.00
C 0.89 0.63 1.86 -0.01
H 1.00 0.16 2.85 0.00
H 0.10 1.40 1.94 0.00
H 1.85 1.12 1.63 0.00
C 2.96 -1.15 0.12 0.01
H 3.40 -1.76 0.92 0.00
H 3.29 -0.12 0.28 0.00
H 3.36 -1.52 -0.83 0.00
C 1.28 -3.39 -1.35 0.01
H 1.84 -4.13 -0.74 0.00
H 1.99 -2.99 -2.09 0.00
H 0.49 -3.94 -1.87 0.00
C -1.83 0.93 -5.61 0.00
C -1.94 -0.39 -5.37 0.01
C -1.16 -1.44 -6.08 0.00
C 0.39 -1.28 -6.03 0.00
C 0.96 -0.44 -4.93 0.00
C 1.14 0.89 -5.09 0.00
C 0.59 1.73 -6.21 0.00
C -0.91 1.55 -6.61 0.00
H -1.47 -1.48 -7.14 0.00
H 0.72 -0.92 -7.04 0.00
H -1.43 -2.41 -5.64 0.00
H -0.96 1.01 -7.57 0.00
H -2.62 1.61 -5.25 0.00
H -2.80 -0.73 -4.79 0.00
H -1.30 2.56 -6.82 0.00
H 0.73 2.79 -5.92 0.00
H 1.91 1.43 -4.53 0.00
H 1.20 1.61 -7.13 0.00
H 0.81 -2.31 -5.95 0.00
H 1.43 -0.98 -4.11 0.01
P -1.92 1.14 -2.41 0.24
P 1.53 1.64 -1.69 -0.01
C -0.86 2.39 -3.23 0.02
C 0.43 2.89 -2.55 0.01
H -1.50 3.23 -3.57 0.00
H -0.55 1.89 -4.14 0.00
H 1.09 3.35 -3.30 0.00
H 0.18 3.66 -1.81 0.00
C 2.21 2.72 -0.39 -0.01
H 2.74 2.16 0.39 0.00
H 1.40 3.31 0.06 0.00
H 2.92 3.39 -0.89 0.00
C 3.13 1.14 -2.46 0.00
H 3.68 2.04 -2.77 0.00
H 2.99 0.46 -3.32 0.00
H 3.74 0.60 -1.72 0.00
C -3.69 0.82 -2.60 0.01
H -3.92 -0.20 -2.26 0.00
H -3.95 0.91 -3.67 0.00
H -4.25 1.54 -1.98 0.00
C -1.33 -0.60 -2.81 0.07
H -0.57 -1.34 -2.36 0.02
H -0.87 -0.45 -3.79 0.01
H -2.25 -1.22 -2.90 0.01
Br -1.84 1.82 -0.23 0.27
```

---

C24H43BrP2Zr | ωB97M-V/def2-TZVPD

The HOMO energy is -11.86 eV. The charge is +2. For the orbital gap, the calculation gives 4.662 eV. The largest force on an atom comes out at 2.7 eV/A. The value obtained for the LUMO energy is -7.2 eV.

```
71
Properties=species:S:1:pos:R:3:lowdin_charge:R:1
Zr -2.84 -1.87 0.85 1.53
C -1.66 0.45 -1.29 -0.30
C -2.09 0.58 0.10 -0.32
C 0.03 1.49 -0.13 -0.21
C -0.36 0.97 -1.39 -0.23
C -1.04 1.31 0.78 -0.26
C -2.51 -0.01 -2.41 -0.06
H -3.44 -0.47 -2.04 0.06
H -2.01 -0.72 -3.08 0.08
H -2.82 0.85 -3.03 0.11
C 0.34 1.21 -2.68 -0.04
H 0.03 0.49 -3.45 0.07
H 1.43 1.13 -2.58 0.07
H 0.13 2.21 -3.09 0.10
C 1.24 2.35 0.13 -0.04
H 1.10 3.38 -0.26 0.10
H 2.14 1.94 -0.36 0.08
H 1.46 2.45 1.20 0.07
C -1.11 1.82 2.17 -0.05
H -1.19 2.91 2.17 0.10
H -0.22 1.58 2.77 0.06
H -1.99 1.41 2.67 0.07
C -3.57 0.50 0.59 -0.14
H -4.01 1.53 0.58 0.14
H -3.68 0.16 1.67 0.07
H -4.28 -0.09 -0.04 0.08
C -3.01 -4.95 0.84 -0.10
C -3.75 -4.14 -0.01 -0.21
C -5.20 -3.62 0.20 -0.18
C -5.53 -3.25 1.67 -0.19
C -4.37 -2.43 2.29 -0.36
C -3.06 -2.96 2.70 -0.40
C -2.77 -4.35 3.23 -0.17
C -3.35 -5.42 2.22 -0.14
H -6.00 -4.29 -0.24 0.15
H -5.70 -4.10 2.34 0.10
H -5.26 -2.76 -0.50 0.10
H -4.42 -5.62 2.43 0.12
H -2.27 -5.60 0.32 0.13
H -3.51 -4.25 -1.10 0.13
H -2.80 -6.38 2.44 0.13
H -1.65 -4.46 3.30 0.10
H -2.30 -2.20 3.13 0.05
H -3.16 -4.54 4.26 0.13
H -6.45 -2.64 1.69 0.13
H -4.85 -1.84 3.15 0.13
P 0.65 -3.83 -0.55 0.60
P 0.18 -1.63 2.53 0.88
C 0.44 -4.28 1.22 -0.34
C 0.85 -3.35 2.37 -0.39
H 0.89 -5.26 1.41 0.11
H -0.67 -4.45 1.30 0.04
H 0.58 -3.76 3.37 0.08
H 1.94 -3.21 2.43 0.09
C 1.72 -0.63 2.55 -0.25
H 1.53 0.44 2.38 0.03
H 2.38 -1.01 1.75 0.02
H 2.21 -0.77 3.53 0.07
C -0.04 -1.58 4.36 -0.26
H 0.72 -2.27 4.83 0.07
H -1.06 -1.89 4.66 0.03
H 0.18 -0.56 4.74 0.07
C 0.98 -5.10 -1.79 -0.23
H 0.71 -4.72 -2.80 0.08
H 0.40 -6.04 -1.66 0.08
H 2.04 -5.37 -1.82 0.07
C -0.91 -2.93 -0.76 -0.30
H -0.92 -1.81 -0.67 0.02
H -1.51 -3.39 0.12 -0.03
H -1.34 -3.19 -1.75 0.09
Br 2.25 -2.41 -1.10 0.56
```

---

C24H43Cl2N4O4SSiTb | ωB97M-V/def2-TZVPD

The HOMO energy (spin up / spin down) is -8.02 / -8.03 eV. The multiplicity is 7. For the orbital gap (spin up / spin down), the calculation gives 7.311 / 8.183 eV. The largest force on an atom comes out at 3.5 eV/A. The value obtained for the LUMO energy (spin up / spin down) is -0.7 / 0.2 eV. As for the energy above the lowest of the compared OMol25 structures with the same formula, charge and spin: 0.000 eV.

```
80
Properties=species:S:1:pos:R:3:lowdin_spin:R:1
C -2.78 4.09 0.55 0.00
C -3.40 3.82 -0.78 0.00
H -2.35 5.09 0.59 0.00
H -1.98 3.37 0.77 0.00
H -3.53 4.00 1.34 0.00
C -3.85 4.78 -1.60 0.00
C -3.77 6.24 -1.32 0.00
H -4.34 4.51 -2.54 0.00
H -2.80 6.56 -0.93 0.00
H -4.54 6.57 -0.62 0.00
H -3.94 6.78 -2.25 0.00
Tb 1.82 -1.16 2.65 6.03
Cl -0.84 -1.08 2.87 -0.01
C 0.18 -3.16 0.85 0.00
O 1.34 -2.65 0.95 0.00
N -0.37 -3.65 -0.24 0.00
C 0.39 -3.75 -1.48 0.00
C -1.80 -3.97 -0.29 0.00
H -0.46 -3.13 1.73 0.00
H 1.46 -3.82 -1.25 0.00
H 0.20 -2.90 -2.13 0.00
H 0.07 -4.64 -2.02 0.00
H -2.14 -4.03 0.74 0.00
H -1.94 -4.92 -0.82 0.00
H -2.35 -3.17 -0.82 0.00
H 5.92 -5.49 1.54 0.00
H 4.88 -6.50 3.83 0.00
C 6.03 -4.53 2.06 0.00
C 5.31 -5.55 4.20 0.00
N 5.16 -4.47 3.22 0.00
H 5.81 -3.71 1.38 0.00
C 4.11 -3.66 3.30 0.00
O 3.89 -2.63 2.61 0.00
H 4.83 -5.26 5.14 0.00
H 3.39 -3.97 4.07 0.00
H 7.07 -4.48 2.40 0.00
H 6.38 -5.73 4.35 0.00
H 4.10 3.11 2.73 0.00
H 1.98 2.36 0.95 0.00
C 4.73 2.73 1.91 0.00
C 2.87 2.36 0.31 0.00
N 4.00 1.81 1.06 0.00
H 5.59 2.20 2.33 0.00
C 4.04 0.51 1.32 0.00
O 3.15 -0.32 0.99 0.00
H 2.70 1.74 -0.58 0.00
H 4.89 0.20 1.95 0.00
H 5.07 3.57 1.31 0.00
H 3.14 3.38 0.05 0.00
O -2.00 1.98 -1.26 0.00
C -3.38 2.34 -1.18 0.00
C -3.76 2.38 -3.73 0.00
C -4.21 2.04 -2.44 0.00
H -2.75 2.78 -3.87 0.00
C -4.65 2.27 -4.82 0.00
H -3.79 1.77 -0.32 0.00
C -5.53 1.58 -2.26 0.00
H -4.30 2.56 -5.82 0.00
C -5.95 1.83 -4.62 0.00
C -6.40 1.49 -3.34 0.00
H -5.86 1.35 -1.24 0.00
H -6.64 1.75 -5.47 0.00
H -7.42 1.17 -3.18 0.00
Si -1.14 0.62 -1.70 0.00
Cl 1.60 1.48 3.21 0.00
C -0.20 1.05 -3.25 0.00
C -2.27 -0.83 -2.02 0.00
C 0.03 0.28 -0.30 0.00
H -0.86 1.29 -4.10 0.00
H 0.45 0.21 -3.56 0.00
H 0.45 1.92 -3.05 0.00
H 0.54 1.20 0.03 0.00
H 0.79 -0.46 -0.60 0.00
H -0.55 -0.11 0.55 0.00
H -3.07 -0.61 -2.74 0.00
H -2.75 -1.19 -1.10 0.00
H -1.69 -1.67 -2.43 0.00
S 1.57 -1.94 5.34 -0.01
C 2.79 -2.71 6.14 0.00
N 3.63 -3.28 6.76 0.00
```

---

C24H43ClFeP2 | ωB97M-V/def2-TZVPD

The HOMO energy (spin up / spin down) is -9.39 / -10.89 eV. The multiplicity is 6. The charge is +1. For the orbital gap (spin up / spin down), the calculation gives 7.505 / 7.184 eV. The largest force on an atom comes out at 3.3 eV/A. The value obtained for the LUMO energy (spin up / spin down) is -1.9 / -3.7 eV. As for the energy above the lowest of the compared OMol25 structures with the same formula, charge and spin: 0.000 eV.

```
71
Properties=species:S:1:pos:R:3:lowdin_spin:R:1
Fe -0.05 0.62 -0.86 3.68
C 1.38 1.22 0.76 0.07
C 0.09 1.87 0.90 0.07
C -0.18 -0.39 1.34 0.12
C 1.20 -0.16 1.06 0.13
C -0.87 0.86 1.26 0.10
C 2.70 1.88 0.62 0.01
H 2.58 2.91 0.26 0.00
H 3.33 1.32 -0.08 0.00
H 3.22 1.91 1.58 0.00
C 2.29 -1.15 1.25 0.02
H 3.10 -0.97 0.53 0.00
H 1.94 -2.17 1.13 0.00
H 2.72 -1.05 2.26 0.01
C -0.75 -1.66 1.86 0.02
H -0.61 -1.73 2.95 0.01
H -0.25 -2.53 1.41 0.00
H -1.83 -1.73 1.66 0.00
C -2.23 1.12 1.80 0.01
H -2.19 1.25 2.89 0.00
H -2.91 0.30 1.58 0.00
H -2.64 2.05 1.38 0.00
C -0.14 3.34 1.02 0.01
H -0.17 3.65 2.08 0.00
H -1.11 3.61 0.57 0.00
H 0.66 3.90 0.53 0.00
C 0.75 1.90 -5.81 0.00
C 1.27 2.92 -5.10 0.00
C 0.75 4.31 -5.23 0.00
C -0.78 4.43 -5.17 0.00
C -1.46 3.44 -4.27 0.00
C -2.08 2.34 -4.75 0.00
C -1.84 1.76 -6.12 0.00
C -0.43 1.99 -6.74 0.00
H 1.09 4.75 -6.20 0.00
H -1.19 4.42 -6.19 0.00
H 1.20 4.94 -4.45 0.00
H -0.42 2.92 -7.33 0.00
H 1.30 0.95 -5.84 0.00
H 2.25 2.83 -4.63 0.00
H -0.29 1.19 -7.49 0.00
H -2.03 0.68 -6.08 0.00
H -2.94 1.92 -4.22 0.00
H -2.59 2.16 -6.84 0.00
H -1.01 5.45 -4.80 0.00
H -1.66 3.78 -3.25 0.00
P 1.01 0.93 -2.70 0.16
P -2.08 0.11 -1.65 0.09
C -0.25 0.21 -3.83 0.03
C -1.59 -0.41 -3.35 0.02
H 0.29 -0.47 -4.50 0.00
H -0.49 1.13 -4.37 0.00
H -2.40 -0.12 -4.03 0.00
H -1.50 -1.50 -3.33 0.00
C -3.06 -1.26 -1.00 0.01
H -3.32 -1.09 0.05 0.00
H -2.49 -2.19 -1.08 0.00
H -3.99 -1.33 -1.60 0.00
C -3.17 1.57 -1.63 0.02
H -3.87 1.51 -2.47 0.00
H -2.57 2.49 -1.70 0.00
H -3.71 1.58 -0.67 0.00
C 2.67 0.49 -3.13 0.03
H 3.33 0.78 -2.29 0.00
H 2.94 1.04 -4.05 0.01
H 2.71 -0.60 -3.27 0.00
C 0.83 2.68 -2.22 0.05
H 0.11 2.87 -1.40 0.01
H 0.45 3.23 -3.08 0.01
H 1.81 3.09 -1.92 0.00
Cl 0.52 -1.54 -1.40 0.24
```

---

C24H43ClP2Sc | ωB97M-V/def2-TZVPD

The HOMO energy is -9.45 eV. The charge is +1. For the orbital gap, the calculation gives 7.275 eV. The largest force on an atom comes out at 2.7 eV/A. The value obtained for the LUMO energy is -2.2 eV. As for the energy above the lowest of the compared OMol25 structures with the same formula, charge and spin: 0.000 eV.

```
71
Properties=species:S:1:pos:R:3:lowdin_charge:R:1
Sc 1.62 0.00 1.14 0.55
C -0.29 -0.66 2.77 -0.25
C -0.04 -1.81 1.96 -0.25
C 1.91 -1.30 3.10 -0.30
C 0.92 -0.33 3.46 -0.29
C 1.33 -2.20 2.15 -0.29
C -1.61 -0.05 3.11 -0.03
H -2.42 -0.48 2.51 0.07
H -1.60 1.04 2.96 0.09
H -1.86 -0.23 4.17 0.10
C 1.05 0.73 4.49 -0.03
H 0.45 1.61 4.23 0.08
H 2.09 1.04 4.60 0.08
H 0.69 0.38 5.47 0.10
C 3.29 -1.37 3.67 -0.02
H 3.25 -1.24 4.76 0.10
H 3.94 -0.59 3.26 0.07
H 3.74 -2.35 3.46 0.08
C 1.95 -3.45 1.62 -0.04
H 1.66 -4.32 2.23 0.10
H 3.05 -3.38 1.65 0.08
H 1.64 -3.66 0.59 0.07
C -1.05 -2.60 1.20 -0.03
H -1.27 -3.55 1.72 0.10
H -0.69 -2.86 0.20 0.07
H -2.00 -2.06 1.10 0.08
C -3.18 2.46 0.03 -0.09
C -4.16 1.68 -0.43 -0.09
C -4.01 0.67 -1.53 -0.17
C -3.04 1.09 -2.66 -0.16
C -1.68 0.36 -2.60 -0.40
C -1.31 -0.18 -1.26 -0.39
C -1.31 0.74 -0.06 -0.25
C -1.72 2.22 -0.27 -0.17
H -5.01 0.53 -1.96 0.12
H -2.94 2.18 -2.69 0.10
H -3.71 -0.32 -1.13 0.11
H -1.47 2.52 -1.30 0.05
H -3.39 3.37 0.62 0.11
H -5.18 1.78 -0.05 0.11
H -1.09 2.84 0.38 0.10
H -1.96 0.30 0.71 0.09
H -1.71 -1.18 -1.06 0.08
H -0.30 0.80 0.44 0.01
H -3.51 0.81 -3.62 0.11
H -1.76 -0.50 -3.30 0.12
P -0.11 1.19 -3.08 0.93
C -0.18 2.98 -3.18 -0.17
C 0.00 0.54 -4.77 -0.16
P 0.91 -0.73 -1.09 0.79
C 1.34 0.69 -2.19 -0.40
C 0.66 -2.07 -2.31 -0.21
C 2.79 -1.10 -0.64 -0.25
H 0.36 3.43 -2.32 0.07
H -1.21 3.35 -3.22 0.07
H 0.33 3.27 -4.11 0.07
H 0.62 1.22 -5.37 0.06
H -1.01 0.50 -5.20 0.07
H 0.44 -0.47 -4.78 0.05
H 3.38 -0.62 -1.42 0.05
H 2.94 -2.18 -0.68 0.05
H 3.25 -0.73 0.33 0.03
H 1.77 1.54 -1.62 0.06
H 2.10 0.36 -2.92 0.08
H 1.09 -3.00 -1.92 0.05
H 1.15 -1.84 -3.27 0.04
H -0.41 -2.25 -2.50 0.05
Cl 1.84 2.56 1.12 0.58
C 3.18 1.51 1.63 -0.61
H 4.04 1.67 0.98 0.01
H 3.40 1.70 2.69 0.00
```